1.
{
  "formula": "C29H44ClN5O4Pb",
  "method": "wB97M-V/def2-TZVPD",
  "energy_ev": -64194.7808,
  "relative_energy_kcal_mol": 2.04,
  "charge": -2,
  "lumo_energy_ev": [3.80, 3.84],
  "species": ["Pb", "Cl", "C", "C", "N", "H", "N", "H", "C", "C", "C", "H", "H", "H", "H", "H", "H", "C", "H", "H", "H", "C", "C", "H", "H", "C", "H", "C", "H", "H", "H", "H", "H", "C", "H", "C", "N", "H", "N", "H", "C", "C", "C", "H", "H", "H", "H", "H", "H", "C", "H", "H", "H", "C", "C", "H", "H", "C", "H", "C", "H", "H", "H", "H", "H", "C", "H", "C", "O", "C", "O", "C", "C", "C", "C", "C", "C", "N", "O", "O", "H", "H", "H", "H"],
  "coordinates": [[0.19497, -0.39691, -1.16468], [1.90576, -1.94172, -0.08717], [0.22198, 0.82789, 3.87261], [0.69308, 1.20712, 1.71409], [1.07528, 0.54290, 2.82017], [-1.36827, 2.37018, 3.99164], [-0.32096, 2.00195, 2.10955], [0.30265, 0.38955, 4.85112], [2.26786, -0.30257, 3.02016], [2.89181, -0.00651, 4.38658], [1.83787, -1.76629, 3.06223], [2.25877, -0.29660, 5.23474], [3.82059, -0.59129, 4.46268], [3.16950, 1.04655, 4.51691], [4.17197, -0.59354, 2.13373], [3.60470, 1.08425, 2.09394], [1.23574, -2.04733, 2.19242], [3.29785, 0.04155, 1.97260], [1.24160, -1.95808, 3.96448], [2.72192, -2.41688, 3.05250], [2.94750, -0.12695, 0.95826], [-0.63486, 1.78252, 3.43857], [-2.41526, 3.09499, 1.57203], [-2.65999, 3.24595, 2.62792], [-2.88968, 3.89562, 0.98759], [-0.91317, 3.14163, 1.38003], [-0.90474, 4.01909, -0.55619], [-0.40868, 4.43898, 2.01605], [0.68231, 4.51059, 1.91191], [-2.80928, 2.13359, 1.22932], [-1.07953, 2.25286, -0.57980], [-0.69609, 4.50648, 3.07751], [-0.87677, 5.27274, 1.47278], [-0.55405, 3.08204, -0.08849], [0.53105, 2.97647, -0.20961], [1.01131, -1.59866, -5.61032], [0.94799, -1.75305, -4.24588], [0.27264, 0.07368, -6.80462], [-0.02615, 0.06938, -4.67179], [1.51760, -2.30024, -6.24560], [1.59783, -2.90141, -3.56209], [2.00868, -3.98096, -4.55255], [2.88529, -2.34782, -2.98290], [2.77510, -3.62377, -5.24581], [2.45691, -4.80135, -3.98314], [1.17376, -4.40208, -5.11698], [1.08848, -4.26764, -2.01539], [-0.22915, -3.93432, -3.19292], [2.71624, -1.49314, -2.32420], [0.57991, -3.49293, -2.59679], [3.53520, -2.01048, -3.80373], [3.35868, -3.15259, -2.41873], [0.11588, -2.80821, -1.87387], [0.39482, -0.43390, -5.87714], [0.40603, 2.43670, -4.63259], [0.99452, 2.36003, -5.55710], [-0.06265, 3.42732, -4.59737], [-0.68368, 1.37820, -4.62441], [-2.02509, 2.45875, -3.36993], [-1.56033, 1.57154, -5.85348], [-2.28308, 0.75193, -5.93866], [1.06191, 2.32226, -3.76151], [-0.95113, 1.37123, -2.48426], [-0.95736, 1.64333, -6.76775], [-2.12774, 2.51282, -5.76491], [-1.55423, 1.46382, -3.39381], [-2.33140, 0.68936, -3.41706], [0.40512, -0.67215, -3.61665], [-0.81919, -1.51895, 0.79249], [-1.84526, -0.83981, 1.19611], [-2.36924, 0.09989, 0.54265], [-2.39431, -1.19587, 2.57828], [-3.39297, -0.43393, 3.24148], [-3.57407, -0.59596, 4.62247], [-2.75473, -1.48668, 5.35367], [-1.97811, -2.43993, 4.66204], [-1.81070, -2.26412, 3.29325], [-2.50595, -1.21886, 6.75193], [-3.11605, -0.27287, 7.30590], [-1.60668, -1.89137, 7.31458], [-4.04245, 0.24727, 2.67378], [-4.33426, -0.03573, 5.16308], [-1.39233, -3.19488, 5.17774], [-1.11906, -2.93472, 2.79632]],
  "forces_ev_per_angstrom": [[-0.627, 1.173, 1.229], [0.778, -0.937, -0.253], [-0.318, 0.705, 0.377], [1.194, 0.557, -1.286], [-0.784, 0.102, 0.819], [0.223, -0.582, -0.252], [-0.174, 0.038, 0.530], [-0.091, -0.068, -0.021], [-0.398, -0.216, 0.257], [0.362, 0.186, 0.497], [-0.215, -0.501, -0.356], [0.090, 0.027, -0.270], [-0.237, 0.075, -0.018], [-0.131, -0.043, -0.150], [0.058, -0.044, -0.015], [-0.036, 0.008, -0.046], [0.068, 0.255, 0.309], [0.388, 0.019, -0.301], [0.174, 0.045, -0.101], [-0.079, 0.081, 0.168], [-0.001, 0.185, 0.212], [0.110, -0.105, 0.718], [-0.587, -0.043, -0.234], [-0.172, -0.029, -0.191], [0.092, -0.040, 0.130], [-0.030, -0.336, 0.376], [0.179, -0.231, 0.073], [0.216, 0.197, -0.207], [-0.191, 0.048, 0.132], [0.066, 0.026, 0.130], [0.262, 0.117, 0.292], [0.194, -0.051, -0.354], [0.170, -0.042, 0.206], [-0.075, 0.248, -0.290], [-0.296, -0.056, -0.126], [-0.043, 0.165, -0.054], [0.663, -0.924, -0.489], [-0.139, 0.061, -0.319], [-0.445, 0.757, -0.678], [-0.166, 0.065, -0.138], [-0.299, 0.973, -0.123], [0.033, -0.367, -0.157], [0.280, 0.047, 0.255], [-0.077, -0.044, 0.021], [-0.067, 0.117, -0.009], [-0.070, 0.104, -0.007], [-0.235, -0.005, 0.034], [0.094, -0.046, 0.101], [0.104, -0.351, -0.143], [0.077, -0.509, 0.223], [-0.079, -0.219, 0.051], [0.271, 0.260, 0.132], [0.311, -0.271, -0.438], [0.309, -0.539, -0.263], [0.059, 0.475, 0.157], [-0.021, 0.025, 0.226], [0.177, -0.031, 0.003], [0.214, 0.083, 0.121], [0.023, -0.294, 0.045], [-0.330, 0.143, -0.326], [0.135, 0.094, -0.112], [-0.071, -0.020, -0.154], [-0.280, 0.042, -0.257], [-0.277, -0.036, 0.119], [0.244, -0.305, 0.069], [-0.176, 0.339, 0.244], [0.199, 0.170, 0.162], [-0.101, -0.724, -0.453], [-1.553, 0.584, 0.754], [0.284, -0.532, -0.238], [0.111, -0.366, 0.279], [0.033, -0.103, -0.200], [0.126, -0.659, 0.486], [-0.291, 0.158, -0.842], [0.595, 0.672, 1.643], [0.114, 0.413, -0.490], [0.038, 0.229, 0.292], [-0.494, -0.767, -2.978], [-0.607, 0.647, 0.657], [0.561, -0.605, 0.791], [0.537, -0.147, 0.249], [0.323, 0.064, -0.092], [-0.239, 0.205, 0.108], [-0.037, 0.204, -0.244]]
}

---

2.
{
  "formula": "C18H15ClF3N7O",
  "method": "wB97M-V/def2-TZVPD",
  "energy_ev": -52062.2010,
  "charge": 0,
  "lumo_energy_ev": -0.19,
  "species": ["N", "C", "O", "C", "C", "C", "N", "C", "C", "Cl", "C", "N", "C", "C", "N", "C", "N", "C", "C", "C", "C", "N", "C", "C", "F", "F", "F", "N", "C", "C", "H", "H", "H", "H", "H", "H", "H", "H", "H", "H", "H", "H", "H", "H", "H"],
  "coordinates": [[-1.60256, 4.92305, -1.42650], [-0.36561, 4.40087, -1.12590], [0.54576, 4.97949, -1.67659], [-0.14473, 3.28672, -0.18165], [1.14620, 2.92158, 0.14197], [1.41650, 1.84376, 0.99580], [2.77600, 1.47187, 1.18106], [3.72671, 1.39294, 0.14988], [4.85887, 0.97658, 0.72805], [6.43730, 0.92371, 0.00248], [4.59717, 0.86014, 2.14228], [3.35238, 1.16011, 2.36418], [0.33229, 1.20810, 1.59922], [-0.96567, 1.61491, 1.27073], [-1.19008, 2.60526, 0.38048], [-2.17359, 0.87268, 1.75896], [-1.92558, -0.50450, 2.16319], [-2.05519, -1.57186, 1.13129], [-0.97998, -1.58894, 0.05300], [-1.16893, -0.78624, -1.04701], [-0.20732, -0.75480, -1.99916], [0.92980, -1.45206, -1.86448], [1.12137, -2.18898, -0.76717], [2.45306, -2.94968, -0.62597], [2.50417, -4.14565, -1.32647], [2.63251, -3.31246, 0.71971], [3.51357, -2.14658, -0.95499], [0.18390, -2.24754, 0.22365], [-0.77998, -0.57482, 3.10665], [0.54161, 0.08674, 2.61668], [-1.61348, 5.76005, -1.97689], [-2.38610, 4.72930, -0.77418], [1.98144, 3.49248, -0.26274], [3.61994, 1.63039, -0.89548], [5.36511, 0.65914, 2.89267], [-2.98485, 0.90703, 1.04807], [-2.54791, 1.37593, 2.62914], [-2.10790, -2.56694, 1.56761], [-3.06852, -1.37743, 0.69403], [-2.05614, -0.18837, -1.21164], [-0.44428, -0.10982, -2.83149], [-0.59488, -1.59679, 3.45072], [-1.08334, -0.01977, 3.99711], [1.26340, -0.67520, 2.21618], [0.96057, 0.48859, 3.53648]],
  "forces_ev_per_angstrom": [[-1.526, -1.989, 2.205], [-0.952, 2.447, -1.264], [1.747, -0.599, -0.040], [-1.022, -2.151, 1.773], [1.067, 0.136, -0.246], [-0.644, 0.696, -0.125], [1.076, -0.207, -1.263], [-1.011, 0.075, 0.325], [1.467, 0.158, 1.272], [-0.546, -0.224, 0.122], [0.829, 0.222, -1.553], [-1.135, -0.006, 0.800], [0.448, -0.991, 1.104], [0.641, 1.134, -1.973], [0.335, 0.500, -0.255], [0.255, -0.837, 0.355], [0.798, -1.156, 0.204], [-0.421, 0.798, 0.269], [0.702, 0.205, 0.531], [-0.809, 0.150, -0.085], [0.771, -0.360, 0.320], [0.930, -0.317, -0.476], [-2.699, 1.442, 0.004], [0.888, -0.906, 1.741], [-0.055, 2.227, 0.706], [-0.241, 0.656, -2.200], [-1.437, -1.352, 0.084], [0.567, -0.661, -0.385], [-0.335, 0.389, -0.710], [-0.113, -0.769, -0.298], [0.161, 0.113, 0.036], [0.795, 0.205, -0.990], [-0.262, -0.130, -0.058], [-0.641, 0.060, 0.106], [-0.736, -0.050, -0.052], [-0.050, 0.080, -0.486], [-0.261, 0.467, 0.699], [0.137, 0.110, 0.499], [0.960, -0.269, -0.075], [-0.135, -0.121, 0.278], [0.888, -0.152, -0.618], [-0.115, 0.057, -0.367], [-0.215, 0.033, 0.002], [-0.625, 0.723, 0.299], [0.527, 0.163, -0.212]]
}

---

3.
{
  "formula": "C8H10ClCuN2",
  "method": "wB97M-V/def2-TZVPD",
  "energy_ev": -68591.8451,
  "relative_energy_kcal_mol": 8.05,
  "charge": 1,
  "lumo_energy_ev": [-4.25, -6.93],
  "spin_multiplicity": 2,
  "species": ["Cu", "Cl", "N", "C", "C", "C", "C", "H", "H", "H", "H", "H", "N", "C", "C", "C", "C", "H", "H", "H", "H", "H"],
  "coordinates": [[-4.02138, -1.33760, -3.44769], [-1.72519, -0.62881, -3.29924], [0.71006, 1.58436, 0.21115], [1.36843, 2.78133, 0.41012], [1.75299, 3.26449, -0.86595], [1.29216, 2.39094, -1.82188], [0.70867, 1.31401, -1.09505], [0.24548, 1.03096, 0.92439], [1.29146, 3.18524, 1.40791], [2.26717, 4.19077, -1.06754], [1.50276, 2.36851, -2.87715], [0.31768, 0.40376, -1.53647], [-1.68954, -2.21834, 1.17562], [-0.93548, -1.36532, 0.43046], [0.34836, -1.43460, 0.87727], [0.37794, -2.31754, 1.99127], [-0.89407, -2.85788, 2.09589], [-2.68194, -2.31476, 1.07912], [-1.38193, -0.79032, -0.36643], [1.24644, -1.01486, 0.44870], [1.22930, -2.66328, 2.55154], [-1.32938, -3.57105, 2.77394]],
  "forces_ev_per_angstrom": [[1.772, 0.537, 0.037], [-1.670, -0.423, 0.092], [0.420, 0.683, 0.034], [-1.414, -0.848, -0.024], [0.036, 0.614, -0.618], [0.996, -0.085, 0.982], [-0.574, -0.645, -0.788], [0.148, -0.288, -0.034], [0.610, 0.364, -0.101], [0.076, -0.029, 0.204], [-0.236, 0.205, -0.068], [-0.186, -0.016, 0.272], [0.339, -0.111, 0.106], [-0.520, 0.336, -0.436], [0.924, 0.007, 0.597], [-0.884, -1.160, -0.320], [0.191, 0.926, 0.164], [-0.074, -0.163, 0.055], [0.004, -0.169, -0.127], [-0.174, 0.156, -0.078], [0.082, 0.137, -0.013], [0.135, -0.029, 0.064]]
}

---

4.
{
  "formula": "C4H12",
  "method": "wB97M-V/def2-TZVPD",
  "energy_ev": -4342.3027,
  "relative_energy_kcal_mol": 5.20,
  "charge": 0,
  "lumo_energy_ev": 1.15,
  "species": ["C", "C", "H", "H", "H", "H", "H", "H", "C", "C", "H", "H", "H", "H", "H", "H"],
  "coordinates": [[-0.33544, 0.48177, 1.59862], [-1.30899, 0.31269, 2.74347], [-0.72240, 1.05190, 0.75648], [0.55749, 1.05126, 1.91040], [0.14094, -0.43666, 1.26659], [-1.71961, 1.25802, 3.10419], [-2.15592, -0.29167, 2.40540], [-0.85197, -0.17449, 3.60402], [0.50034, -0.59743, -2.84615], [1.09973, -0.21742, -1.48748], [-0.53132, -0.27945, -2.97294], [1.06987, -0.22412, -3.69643], [0.61239, -1.67940, -2.97998], [2.17906, -0.08464, -1.52549], [0.76522, -0.91305, -0.72415], [0.70062, 0.74270, -1.15653]],
  "forces_ev_per_angstrom": [[1.411, 0.800, 0.358], [-0.436, -0.186, -0.119], [-0.285, -0.297, -0.095], [-0.350, 0.114, 0.151], [-0.565, -0.319, -0.160], [0.109, 0.052, -0.152], [0.015, -0.020, 0.228], [0.027, -0.115, -0.057], [0.811, -0.609, -0.179], [-0.686, 0.773, -0.327], [-0.079, -0.202, 0.112], [0.028, 0.509, 0.100], [-0.512, 0.034, 0.068], [0.045, -0.428, 0.131], [0.409, -0.235, 0.025], [0.059, 0.132, -0.085]]
}